# 1
Here is C19H26N8OPd as an isolated structure from the Open Molecules 2025 dataset. Energies are from the ωB97M-V functional and the def2-TZVPD basis.

Computed properties:
Multiplicity: 1
M, g/mol: 488.89
HOMO-LUMO gap, eV: 5.757

```
55
Properties=species:S:1:pos:R:3:forces:R:3:nbo_charge:R:1
Pd -0.3270 -0.6846 0.2654 -0.0205 -0.5965 -0.0297 -0.028
N -0.7561 -1.7507 -1.6483 0.0247 0.0709 0.1154 -0.838
C -0.6060 -1.2759 -3.0334 0.0779 0.0028 0.0389 -0.205
C 0.8474 -1.1327 -3.4721 -0.0352 -0.0004 -0.0027 -0.410
C 1.6515 -0.0516 -2.7517 0.0585 -0.0654 -0.0201 -0.225
N 2.1747 -0.4948 -1.4599 -0.0168 -0.0841 -0.0928 -0.853
H -0.1430 -2.5420 -1.4815 0.0431 0.0198 -0.0235 0.382
H -1.6999 -2.0854 -1.5000 -0.0020 -0.0124 0.0057 0.377
H -1.1083 -0.3084 -3.1194 0.0251 0.0093 0.0434 0.187
H -1.1061 -1.9651 -3.7247 -0.0102 0.0220 -0.0231 0.168
H 0.8297 -0.8982 -4.5411 0.0002 -0.0091 0.0072 0.206
H 1.3542 -2.1016 -3.3828 0.0075 0.0331 0.0292 0.192
H 1.0016 0.7942 -2.5595 -0.1080 0.1261 0.0098 0.210
H 2.4409 0.3102 -3.4212 0.0321 -0.0332 -0.0161 0.166
H 2.3089 0.3046 -0.8523 -0.0327 0.0183 0.0109 0.385
H 3.0711 -0.9517 -1.5739 0.0103 0.0127 0.0276 0.348
N 0.4986 -0.7992 7.4452 -0.0235 0.0411 0.1088 -0.531
C 0.2546 -0.3371 8.7236 0.0915 -0.1316 -0.0433 0.095
C 0.6808 -0.7656 9.9771 -0.0086 0.0178 -0.0091 -0.244
C 0.2259 -0.0455 11.0639 -0.0310 0.0391 0.0023 -0.207
C -0.6245 1.0628 10.9075 0.0372 -0.0481 0.0000 -0.235
C -1.0405 1.4778 9.6595 -0.0119 0.0175 -0.0075 -0.205
C -0.5910 0.7624 8.5497 -0.0978 0.1173 -0.0826 0.142
N -0.8516 0.9601 7.2015 0.0251 -0.0205 0.1432 -0.463
C -0.1906 0.0192 6.5881 0.0247 -0.0430 -0.2243 0.360
C -0.1707 -0.1631 5.1284 -0.0169 0.0310 0.1935 -0.055
C 0.5413 -1.1746 4.5008 0.0550 -0.0496 -0.0520 -0.235
C 0.4986 -1.2883 3.1222 -0.0103 -0.0440 -0.1201 0.043
N -0.2026 -0.4646 2.3337 -0.1327 0.2937 0.1570 -0.434
C -0.8662 0.5301 2.9515 0.0709 -0.0203 -0.0723 0.042
C -0.8860 0.7102 4.3185 -0.0130 0.0525 -0.0578 -0.213
H 1.0716 -1.5823 7.1915 0.0057 -0.0061 0.0021 0.417
H 1.3361 -1.6177 10.1016 -0.0004 -0.0031 -0.0098 0.216
H 0.5306 -0.3405 12.0594 -0.0009 0.0016 -0.0004 0.214
H -0.9563 1.5981 11.7874 0.0015 -0.0018 0.0021 0.214
H -1.6941 2.3304 9.5322 0.0016 -0.0050 -0.0033 0.221
H 1.1354 -1.8923 5.0514 -0.0049 0.0018 0.0085 0.204
H 1.0389 -2.0746 2.6147 -0.0125 -0.0142 0.0023 0.213
H -1.3935 1.2135 2.3000 -0.0407 -0.0287 -0.0076 0.202
H -1.4442 1.5235 4.7600 0.0079 -0.0103 0.0132 0.245
C -3.1009 4.0692 -1.2310 -0.0016 0.0090 -0.0167 -0.400
N -1.8241 3.4977 -0.8832 0.0057 0.0619 0.0891 -0.421
C -0.5678 4.1153 -1.2463 -0.0888 0.0160 -0.0131 -0.327
C 0.4065 2.9505 -1.0553 0.2275 -0.0996 0.2269 0.650
O 1.6084 3.0647 -1.1589 -0.0257 -0.1321 -0.0720 -0.603
N -0.2950 1.8066 -0.7301 -0.4558 0.6849 -0.1596 -0.643
C -1.5734 2.1772 -0.6787 0.1208 -0.1587 -0.1333 0.635
N -2.5601 1.2951 -0.4641 0.3598 -0.4708 0.1415 -0.815
H -3.1070 5.1244 -0.9610 0.0068 -0.0030 -0.0044 0.214
H -3.9040 3.5898 -0.6744 -0.0085 0.0122 0.0048 0.200
H -3.3180 3.9806 -2.3005 -0.0001 -0.0083 -0.0099 0.193
H -0.3112 4.9547 -0.5995 0.0282 -0.0029 -0.0099 0.223
H -0.5543 4.4488 -2.2877 -0.0179 0.0017 -0.0073 0.213
H -2.1950 0.3575 -0.1445 -0.1474 0.4346 -0.0396 0.419
H -3.4646 1.6140 -0.1629 0.0269 -0.0458 -0.0199 0.391
```
Positions in Å, forces in eV/Å.


# 2
Here is one molecule with the formula C19H26O6 from the Open Molecules 2025 dataset. Energies are from the ωB97M-V functional and the def2-TZVPD basis.

Computed properties:
Multiplicity: 1
SMILES: CCCOc1ccc(C(C)=O)cc1CC(C(=O)OCC)C(=O)OCC
M, g/mol: 350.41
HOMO-LUMO gap, eV: 9.257

```
51
Properties=species:S:1:pos:R:3:forces:R:3:nbo_charge:R:1
C -1.1247 -3.6992 -2.2685 -0.1596 0.0113 0.1547 -0.607
C -1.7602 -3.6326 -0.8852 0.3102 0.2839 -0.0076 -0.427
C -0.8605 -2.8877 0.1044 -0.2885 -0.5394 0.1022 -0.061
O -0.6404 -1.5412 -0.2641 0.0255 0.3274 -0.1094 -0.512
C -1.6227 -0.6204 -0.1099 -0.3471 0.3303 -0.0449 0.310
C -2.8344 -0.8408 0.5412 0.2725 -0.3798 0.0277 -0.261
C -3.7680 0.1697 0.6586 -0.0084 0.3766 -0.1221 -0.172
C -3.5247 1.4290 0.1179 0.4569 -0.2228 -0.1181 -0.200
C -4.4756 2.5596 0.1968 -0.3293 0.0607 0.1348 0.578
C -5.7686 2.3212 0.9415 -0.0113 0.3108 -0.1002 -0.716
O -4.2296 3.6328 -0.3115 -0.0045 -0.0276 0.0169 -0.548
C -2.3062 1.6417 -0.5314 -0.1604 -0.1626 0.0959 -0.153
C -1.3580 0.6498 -0.6532 0.0231 -0.2062 -0.0648 0.007
C -0.0352 0.9287 -1.3045 0.1085 0.0093 0.1119 -0.427
C 0.9689 1.4621 -0.2660 0.1163 -0.2038 -0.1295 -0.407
C 1.2102 0.4048 0.8043 -0.1625 0.5070 0.1182 0.829
O 0.6039 0.3360 1.8386 -0.0110 -0.0247 0.1137 -0.595
O 2.1691 -0.4369 0.4271 0.2917 -0.0827 -0.3225 -0.516
C 2.4924 -1.5009 1.3230 0.0297 -0.2882 0.4366 -0.074
C 3.5324 -1.0647 2.3445 -0.2704 0.0589 -0.3145 -0.632
C 2.2933 1.8151 -0.9234 -0.2896 -0.0047 -0.0253 0.819
O 2.5934 1.5630 -2.0575 0.0443 -0.0167 -0.1157 -0.592
O 3.0747 2.4604 -0.0554 -0.0483 0.0997 0.3575 -0.509
C 4.3883 2.8126 -0.4977 0.4471 0.0082 -0.2928 -0.076
C 5.3664 1.6709 -0.2653 -0.3797 0.1914 0.0012 -0.633
H -0.1899 -4.2542 -2.2336 0.1206 -0.0547 -0.0536 0.201
H -1.7931 -4.1903 -2.9711 0.0026 -0.0359 -0.1184 0.213
H -0.9157 -2.6963 -2.6332 0.0410 0.0586 -0.1001 0.214
H -2.7238 -3.1246 -0.9552 -0.0489 -0.0798 0.0876 0.209
H -1.9319 -4.6395 -0.5005 -0.0635 0.0068 0.0685 0.208
H 0.1379 -3.3350 0.0958 -0.1061 0.0216 0.0691 0.192
H -1.2588 -2.9514 1.1242 0.0958 0.0621 -0.0608 0.180
H -3.0570 -1.8016 0.9781 0.0094 -0.0926 0.0005 0.211
H -4.6900 -0.0411 1.1771 -0.1046 -0.0044 0.0487 0.214
H -6.3336 1.5233 0.4648 -0.0614 -0.1185 0.0181 0.228
H -6.3592 3.2337 0.9320 0.0202 0.0030 -0.0134 0.238
H -5.5604 2.0374 1.9705 -0.0242 -0.0924 0.0974 0.229
H -2.1196 2.6219 -0.9458 0.0326 0.0991 -0.0547 0.233
H 0.3752 0.0219 -1.7495 -0.0027 0.1232 -0.0829 0.243
H -0.1491 1.6812 -2.0859 0.0162 -0.0678 0.0085 0.233
H 0.5612 2.3459 0.2331 0.0903 -0.1293 -0.0047 0.254
H 1.5770 -1.8240 1.8286 0.1227 -0.0182 -0.1358 0.199
H 2.8752 -2.3033 0.6888 -0.0889 0.0860 0.0472 0.189
H 3.1396 -0.2486 2.9461 -0.0017 0.0392 0.0783 0.224
H 3.7761 -1.8983 2.9971 0.0472 -0.0858 0.0850 0.216
H 4.4366 -0.7313 1.8416 0.1045 0.0136 -0.0100 0.209
H 4.3454 3.0667 -1.5617 0.0094 0.0449 0.2064 0.201
H 4.6616 3.6934 0.0867 -0.0693 -0.0838 -0.0953 0.190
H 6.3575 1.9640 -0.5997 0.1269 0.0121 -0.0287 0.217
H 5.4068 1.4223 0.7925 0.0497 -0.0403 0.0850 0.208
H 5.0481 0.7945 -0.8248 0.0268 -0.0831 -0.0460 0.222
```
Positions in Å, forces in eV/Å.


# 3
Here is a 3-piece molecular cluster, C19H26O7P overall from the Open Molecules 2025 dataset. Energies are from the ωB97M-V functional and the def2-TZVPD basis.

Computed properties:
Multiplicity: 1
M, g/mol: 397.38
Charge: -1
HOMO-LUMO gap, eV: 3.286

```
53
Properties=species:S:1:pos:R:3:forces:R:3:nbo_charge:R:1
C -0.4971 0.5001 -0.5716 0.7781 -0.8699 -0.6770 -0.646
C -1.3039 0.7739 -1.9713 0.0200 0.3113 0.1382 -0.401
C -1.9863 2.2571 -2.1075 -1.1477 -0.1750 -0.6633 -0.435
C -2.6466 2.8527 -0.7307 0.3701 2.2423 -1.6104 0.075
C -3.6721 4.1149 -1.1217 -1.6514 1.3743 -0.4288 -0.112
O -3.2359 5.4247 -0.5327 -0.4885 -3.8001 -0.5492 -0.833
P -1.4866 5.2637 -0.2685 -0.1550 2.2569 0.3349 1.217
C 0.4140 5.4486 -0.2869 1.6392 -1.1146 0.2494 -0.727
C 1.2464 4.0335 -0.3963 1.8620 0.9195 1.1471 -0.066
O 1.1617 3.3990 -1.7222 0.6898 -0.4857 0.7225 -0.758
O -1.5727 3.5460 0.0032 -1.9639 -2.1990 -0.9506 -0.857
H -1.1970 -0.1191 0.1328 1.3916 1.4216 -0.9619 0.191
H -0.0257 1.4468 -0.0710 -1.3825 -1.7189 -0.9684 0.253
H 0.4212 -0.2113 -0.8464 -1.9281 1.3425 0.6727 0.188
H -2.1654 -0.0373 -2.0368 1.8033 1.5931 -0.0133 0.178
H -0.5563 0.6089 -2.8646 -1.6071 0.2796 1.6696 0.205
H -2.8874 2.1392 -2.8819 1.7748 0.1444 1.4860 0.177
H -1.2798 3.0792 -2.5876 -1.3090 -1.8748 1.4003 0.257
H -3.3151 2.0644 -0.1819 1.7991 1.2575 -0.4598 0.171
H -3.8123 4.2220 -2.3002 0.7500 -0.2359 2.1746 0.152
H -4.8051 4.0125 -0.7712 2.3580 -0.3326 -0.3596 0.164
H -1.6165 5.3282 1.1938 0.2014 -0.0542 -0.2515 -0.174
H -1.4867 6.7240 -0.2023 0.0400 0.0066 -0.6050 -0.183
H -1.4767 5.1840 -1.7346 0.4074 -0.2674 0.3031 -0.183
H 0.7412 5.9392 0.7482 -0.4998 -0.9428 -2.1396 0.196
H 0.7082 6.1453 -1.1982 -0.4893 -1.4312 1.8636 0.202
H 0.9780 3.3056 0.5005 0.1656 1.3930 -1.9946 0.166
H 2.3968 4.3065 -0.2323 -2.1040 -0.5400 -0.2438 0.125
H 1.8795 2.7088 -1.8584 -1.3386 1.4624 0.7604 0.459
C -0.5213 -4.5954 0.5731 0.1487 0.1709 -0.1859 -0.247
C 0.0172 -3.8544 -0.4002 -0.1015 -0.0499 0.1448 -0.206
C -0.8272 -3.1811 -1.4066 0.3853 0.5753 -0.6606 0.463
O -0.3351 -2.5043 -2.2990 -0.3520 -0.5911 0.5771 -0.476
C -2.2888 -3.3568 -1.2950 -0.4436 -0.1631 0.1821 -0.208
C -2.8273 -4.0978 -0.3217 -0.0468 0.2644 -0.3878 -0.243
C -1.9830 -4.7712 0.6848 -0.2210 -0.3616 0.5093 0.475
O -2.4751 -5.4480 1.5771 0.2275 0.3258 -0.4545 -0.510
H 0.0836 -5.0966 1.3188 -0.1068 0.0366 -0.1046 0.237
H 1.0874 -3.7152 -0.4952 -0.3620 0.0369 -0.0975 0.249
H -2.8938 -2.8556 -2.0407 0.0416 0.0280 0.0091 0.234
H -3.8975 -4.2370 -0.2267 0.0348 -0.0028 0.0292 0.229
C 5.3142 -4.4388 2.5639 -0.1139 -0.2925 -0.3985 -0.225
C 4.4368 -4.8624 1.6490 0.4429 -0.0057 0.1853 -0.220
C 3.0524 -4.3509 1.6206 -0.3779 -0.2093 -0.4516 0.483
O 2.2481 -4.7395 0.7848 1.1740 -0.0532 0.8408 -0.516
C 2.6757 -3.3525 2.6410 0.0688 0.2327 0.3414 -0.237
C 3.5530 -2.9289 3.5560 -0.4336 -0.0025 -0.1921 -0.208
C 4.9375 -3.4404 3.5843 0.5972 0.3526 0.6680 0.466
O 5.7417 -3.0518 4.4202 -0.5326 -0.3010 -0.5749 -0.483
H 6.3332 -4.8043 2.5991 -0.0183 0.0337 0.0257 0.233
H 4.6980 -5.5937 0.8934 -0.0435 0.0281 0.0074 0.232
H 1.6566 -2.9870 2.6058 0.0081 0.0049 -0.0289 0.242
H 3.2918 -2.1976 4.3115 0.0393 -0.0201 -0.0291 0.238
```
Positions in Å, forces in eV/Å.


# 4
Here is C19H27AgN2O2Si as an isolated structure from the Open Molecules 2025 dataset. Energies are from the ωB97M-V functional and the def2-TZVPD basis.

Computed properties:
Multiplicity: 1
M, g/mol: 451.39
HOMO-LUMO gap, eV: 6.520

```
52
Properties=species:S:1:pos:R:3:forces:R:3:nbo_charge:R:1
Ag -0.5099 -0.2020 0.3267 0.1681 0.6235 -0.3332 0.849
C -1.3468 2.1983 -2.8197 -0.1935 0.0842 0.7281 -1.112
Si -1.8554 2.4799 -0.9896 -0.6186 -0.5753 -0.4833 1.792
C -3.2560 1.2280 -0.6034 0.5199 0.3415 -0.3270 -1.106
C -2.6692 4.2157 -0.9230 0.4933 -0.5127 0.1552 -1.122
N -0.5937 2.0138 0.0679 -0.3083 -0.1703 -0.2902 -1.260
C 0.3443 2.7747 0.6815 0.1493 -0.3659 0.0561 0.152
C 0.2459 4.1679 0.8351 0.0661 -0.0160 0.0261 -0.281
C 1.1786 4.9056 1.5297 0.1559 0.1260 0.0766 -0.203
C 2.2852 4.2921 2.0897 0.0813 0.0782 0.0571 -0.282
C 2.4528 2.9270 1.9143 0.0774 -0.1408 -0.0673 -0.274
C 1.5069 2.1836 1.2368 0.1275 0.4476 0.0218 0.263
O 1.7020 0.8248 0.9677 -0.1451 0.1557 -0.0102 -0.537
C 2.5777 0.1069 1.7249 0.4700 -0.3880 0.2376 0.288
C 2.5774 0.1312 3.1174 -0.2532 0.0599 -0.2367 -0.283
C 3.4529 -0.6761 3.8171 0.0243 -0.0626 -0.0130 -0.191
C 4.3256 -1.5149 3.1434 0.1230 -0.1106 0.0525 -0.245
C 4.3268 -1.5386 1.7581 0.0818 -0.1181 0.0799 -0.217
C 3.4617 -0.7292 1.0493 -0.3214 0.2955 -0.0982 -0.211
H -2.1902 2.2905 -3.4973 -0.2317 0.0578 -0.1087 0.222
H -0.9283 1.2029 -2.9456 0.0744 -0.1871 0.0309 0.223
H -0.5903 2.9093 -3.1346 0.1934 0.1927 -0.0280 0.230
H -4.0980 1.3346 -1.2771 -0.2401 0.0545 -0.2270 0.224
H -3.6225 1.3508 0.4104 -0.0281 0.0567 0.2655 0.221
H -2.8842 0.2054 -0.6999 -0.0623 -0.0400 -0.0296 0.213
H -3.6038 4.2286 -1.4777 -0.1168 -0.1537 -0.1435 0.233
H -2.0213 4.9719 -1.3566 0.1206 0.1595 -0.0725 0.230
H -2.8904 4.5106 0.0984 -0.0536 0.0618 0.2124 0.229
H -0.5979 4.6641 0.3919 -0.1893 0.1103 -0.0237 0.206
H 1.0496 5.9744 1.6279 -0.0430 0.0807 0.0097 0.204
H 3.0211 4.8597 2.6382 0.0753 0.0514 0.0176 0.205
H 3.3439 2.4447 2.2930 0.0022 0.0033 0.0223 0.216
H 1.8921 0.7814 3.6369 -0.0858 0.1262 0.0594 0.230
H 3.4544 -0.6478 4.8963 -0.0117 -0.0086 0.1119 0.212
H 5.0048 -2.1442 3.6977 0.0830 -0.0601 0.0493 0.213
H 5.0086 -2.1887 1.2270 0.0270 -0.0164 -0.0205 0.214
H 3.4433 -0.7234 -0.0305 0.0081 -0.0263 -0.0821 0.222
C -3.0813 -1.1209 3.9119 -0.2655 0.1040 0.6583 -0.731
C -2.5348 -1.1793 2.5894 0.3805 -0.2330 -1.2005 0.385
N -2.0945 -1.2614 1.5294 -0.4078 -0.1427 0.7496 -0.446
H -3.8028 -1.9262 4.0540 0.0346 0.0617 0.0023 0.264
H -3.5729 -0.1604 4.0625 -0.0137 -0.0308 0.0408 0.270
H -2.2747 -1.2270 4.6368 -0.0432 0.0035 0.0365 0.266
C 0.6500 -2.9248 2.1606 -0.0084 0.0465 -0.4815 -0.629
C 0.1272 -3.4175 0.8225 -0.1792 -0.4117 0.4533 -0.065
O 0.4635 -2.4632 -0.1755 0.1234 0.3531 -0.2225 -0.747
H 0.2238 -3.5067 2.9724 -0.0626 -0.0785 0.1082 0.212
H 0.3692 -1.8781 2.2810 0.0247 0.0001 0.1595 0.208
H 1.7322 -2.9941 2.2032 0.1589 0.0553 0.0413 0.226
H -0.9629 -3.5312 0.8710 0.1234 -0.0457 -0.0501 0.168
H 0.5763 -4.3873 0.5730 -0.0963 0.0914 0.0105 0.168
H 0.1950 -2.7962 -1.0378 0.0119 0.0122 0.0187 0.486
```
Positions in Å, forces in eV/Å.